--- P ---
Below is a cluster of 21 separate species, C42H126O42 in total, with properties calculated with ωB97M-V with the def2-TZVPD basis set.

The geometry in ORCA input format:
```
! RIJCOSX wB97M-V def2-TZVPD def2/J DEFGRID3
* xyz 0 1
C 2.3584 19.8755 12.2574
C 2.3729 21.4241 12.1704
O 1.6777 21.9199 13.2896
O 2.9290 19.4736 13.4737
H 2.9448 19.5592 11.3947
H 1.3576 19.4468 12.2053
H 1.9480 21.8310 11.2528
H 3.3606 21.8628 12.3120
H 1.8401 22.8660 13.2991
H 2.7047 20.0794 14.1838
C -2.2109 30.1185 3.0913
C -2.1144 30.6661 1.6639
O -0.7949 30.5124 1.2649
O -1.9502 28.6770 3.2073
H -3.2424 30.3447 3.3614
H -1.5482 30.6589 3.7673
H -2.3457 31.7291 1.7325
H -2.7116 30.1848 0.8894
H -0.7013 31.1712 0.5729
H -1.1327 28.5126 2.7315
C -4.6795 22.8165 7.7254
C -5.1442 22.7800 9.1760
O -6.4967 23.0173 9.2673
O -4.7970 24.1170 7.1619
H -5.1806 22.1033 7.0709
H -3.5929 22.7682 7.6545
H -4.7281 23.6579 9.6703
H -4.8315 21.8674 9.6834
H -6.9088 22.1526 9.2031
H -5.7361 24.1789 6.9725
C 3.1359 24.5580 14.6624
C 4.1732 23.5681 15.0843
O 5.4887 24.0592 14.6511
O 2.8072 24.4139 13.2740
H 3.4666 25.5860 14.8108
H 2.2416 24.3822 15.2602
H 3.8919 22.5713 14.7446
H 4.1482 23.4764 16.1701
H 5.9433 24.6903 15.2138
H 2.5892 25.2945 12.9597
C -0.9757 22.9344 16.5723
C -0.8589 23.7031 15.2639
O -0.8703 25.0956 15.5982
O -2.2370 23.2241 17.1321
H -0.2223 23.2976 17.2713
H -0.8539 21.8610 16.4272
H -1.6776 23.5540 14.5599
H 0.1117 23.4929 14.8145
H -0.7426 25.6424 14.8195
H -2.4858 24.1319 16.9430
C -1.4882 21.8227 9.3827
C -0.4297 20.7595 9.3445
O -0.7216 19.7023 10.2743
O -1.5764 22.6990 10.5029
H -2.4315 21.3174 9.1756
H -1.3806 22.4429 8.4928
H 0.5271 21.1218 9.7207
H -0.1665 20.2644 8.4098
H 0.0170 19.0961 10.1821
H -2.0206 22.2597 11.2319
C 0.1238 25.8727 8.5184
C 0.5876 25.1457 9.8103
O -0.4924 25.1617 10.6926
O 1.1548 26.0136 7.5829
H -0.3186 26.8464 8.7292
H -0.5996 25.1961 8.0635
H 1.5280 25.6159 10.0976
H 0.7937 24.1156 9.5197
H -0.9447 24.3178 10.6227
H 0.8353 26.2524 6.7097
C -0.7529 31.8180 11.2058
C -1.2286 31.1926 9.8822
O -2.5029 30.5665 9.9462
O -0.8615 30.7854 12.2007
H -1.3019 32.6985 11.5396
H 0.2747 32.1610 11.0853
H -0.5403 30.4300 9.5179
H -1.2573 32.0311 9.1864
H -2.8556 30.3337 9.0842
H -1.8062 30.7051 12.3517
C 0.8147 23.4726 5.3962
C -0.5872 22.9075 5.2104
O -0.7407 21.6439 5.8575
O 1.9003 22.6340 4.9211
H 1.0991 23.5025 6.4480
H 0.9300 24.4576 4.9439
H -0.8648 22.7701 4.1653
H -1.1675 23.6867 5.7046
H -1.6145 21.3156 5.6330
H 1.7534 21.7086 5.1299
C 5.6969 26.8198 6.2936
C 4.2096 26.4378 6.4776
O 3.8656 26.2653 7.8669
O 5.8063 28.2268 6.2315
H 6.1240 26.3886 5.3882
H 6.3042 26.4490 7.1193
H 3.9653 25.5058 5.9679
H 3.5433 27.1324 5.9661
H 2.9841 25.9074 7.9951
H 5.0965 28.5956 6.7623
C -4.5283 22.2873 12.7783
C -4.8222 22.2039 14.3144
O -5.3548 20.8814 14.5014
O -3.2844 21.6273 12.4599
H -4.4723 23.3291 12.4627
H -5.3431 21.8935 12.1707
H -5.6084 22.8730 14.6638
H -3.9043 22.1848 14.9020
H -5.2834 20.6667 15.4343
H -3.4862 20.7108 12.2577
C 3.0540 29.5000 9.5771
C 4.0610 30.0893 8.5880
O 3.8682 29.7281 7.2626
O 3.2239 28.1109 9.8223
H 2.0966 29.6787 9.0878
H 3.0873 30.1335 10.4634
H 5.0502 29.8439 8.9745
H 3.9835 31.1688 8.7174
H 2.9979 30.0106 6.9718
H 3.1973 27.7214 8.9453
C 6.1258 24.6411 9.9294
C 5.1561 23.9390 10.9142
O 3.8359 23.8356 10.5112
O 5.9765 26.0639 9.9245
H 5.9466 24.1853 8.9557
H 7.1733 24.5019 10.1970
H 5.1729 24.2987 11.9429
H 5.3965 22.8771 10.9664
H 3.3781 24.2150 11.2649
H 5.1126 26.2773 9.5642
C 0.6994 29.2796 6.3367
C 0.8296 28.3702 5.1019
O 0.2027 27.0970 5.3648
O 1.3775 30.5483 6.0284
H 1.2425 28.7580 7.1248
H -0.3421 29.3326 6.6538
H 1.8569 28.1525 4.8097
H 0.3698 28.8031 4.2135
H -0.5363 26.9444 4.7713
H 0.8173 31.0927 5.4703
C 3.0794 24.9851 2.5007
C 3.3932 24.6078 1.0555
O 2.5195 23.5817 0.5206
O 3.4999 24.0154 3.4636
H 2.0024 25.0582 2.6518
H 3.6466 25.8528 2.8375
H 4.4090 24.2150 1.1000
H 3.4641 25.4874 0.4158
H 2.3402 23.7822 -0.4010
H 2.7191 23.5526 3.7761
C 4.2544 21.4263 8.2132
C 3.4877 20.1989 7.9451
O 3.7203 19.0528 8.7102
O 5.6455 21.3173 8.1778
H 4.0207 21.6081 9.2622
H 3.9318 22.2998 7.6466
H 3.8218 19.7590 7.0054
H 2.4023 20.2891 7.9034
H 4.5598 18.6648 8.4528
H 5.8280 20.6475 8.8409
C -1.1391 19.7307 14.2273
C -1.1137 18.2255 14.0556
O -0.9473 17.5560 15.3344
O 0.0732 20.2222 14.8212
H -2.0000 20.1336 14.7607
H -1.2885 20.1742 13.2429
H -0.3701 17.9921 13.2936
H -2.0688 17.8763 13.6632
H -0.0321 17.7471 15.5525
H 0.6519 20.7322 14.2498
C 0.4570 27.1336 -0.4859
C -0.0793 26.4760 0.8562
O 0.2675 27.2964 2.0018
O -0.0507 28.4291 -0.5453
H -0.0267 26.5958 -1.3013
H 1.5415 27.0860 -0.5854
H 0.3849 25.4938 0.9450
H -1.1684 26.4361 0.8733
H 1.1798 27.5599 1.8603
H 0.0178 28.9276 0.2723
C -4.5444 26.9862 11.7612
C -3.7927 26.4606 10.4672
O -4.5716 26.4898 9.3716
O -5.1225 25.8511 12.4017
H -5.2864 27.7314 11.4746
H -3.7794 27.5435 12.3017
H -3.2814 25.5298 10.7125
H -2.9887 27.1616 10.2427
H -4.3351 25.7911 8.7572
H -5.8906 25.5626 11.9032
C 1.7447 27.7060 13.1444
C 0.1872 27.6582 12.8395
O -0.2160 26.3318 13.1717
O 2.4301 26.8914 12.2022
H 2.1005 27.2858 14.0851
H 2.1296 28.7238 13.0815
H -0.0439 27.9744 11.8223
H -0.3896 28.3187 13.4869
H -0.0877 25.8417 12.3562
H 2.4745 27.3629 11.3671
C -3.1249 28.6095 6.1634
C -3.8152 27.2113 5.8792
O -3.0966 26.2806 6.6301
O -3.2084 28.8641 7.6068
H -3.5016 29.3895 5.5018
H -2.0660 28.4837 5.9378
H -3.7394 26.9601 4.8213
H -4.8808 27.1562 6.1018
H -3.5401 25.4301 6.6706
H -3.4191 28.0232 8.0192
*
```

Properties
E_HOMO ... -8.823 eV
LUMO level ... -0.0092 hartree
Orbital gap ... 8.57 eV

--- Q ---
Below is a cluster of 21 separate species, C42H126O42 in total, with properties calculated with ωB97M-V with the def2-TZVPD basis set.

The geometry in ORCA input format:
```
! RIJCOSX wB97M-V def2-TZVPD def2/J DEFGRID3
* xyz 0 1
C -25.3124 10.9321 -10.3969
C -26.8249 11.0532 -10.7404
O -27.3448 9.7788 -11.1282
O -24.5615 11.1401 -11.5520
H -24.9943 9.9698 -9.9957
H -24.9706 11.6475 -9.6490
H -26.9970 11.8166 -11.4992
H -27.2165 11.3446 -9.7659
H -28.3013 9.8219 -11.1975
H -24.7521 10.3383 -12.0443
C -23.0522 14.3763 -12.5180
C -24.3790 14.9881 -12.7213
O -25.3410 14.0269 -13.0255
O -23.1129 13.7610 -11.2316
H -22.2629 15.1133 -12.3695
H -22.7259 13.6569 -13.2690
H -24.1794 15.6840 -13.5361
H -24.7445 15.6245 -11.9154
H -25.1178 13.6238 -13.8677
H -23.7624 13.0570 -11.2958
C -23.6184 16.6252 -9.1716
C -22.2260 16.3391 -8.5544
O -22.3182 16.2226 -7.1648
O -24.3171 15.3779 -9.2571
H -23.5900 16.8730 -10.2327
H -24.0401 17.4663 -8.6214
H -21.4825 17.0847 -8.8362
H -21.7594 15.5375 -9.1269
H -21.4937 16.2508 -6.6739
H -24.0427 14.8156 -9.9852
C -16.2734 5.9320 -13.6062
C -16.6905 6.2611 -12.1688
O -17.5030 7.5169 -12.1890
O -15.4920 6.9458 -14.1930
H -17.1160 5.7904 -14.2830
H -15.8564 4.9290 -13.5158
H -15.7844 6.4322 -11.5876
H -17.3874 5.5188 -11.7797
H -17.7131 7.7504 -11.2819
H -15.7565 6.9184 -15.1154
C -18.5433 15.2153 -7.2068
C -17.0374 15.3432 -6.9997
O -16.7004 16.7221 -6.8000
O -19.3546 16.0140 -6.2543
H -18.9259 14.1948 -7.1857
H -18.8125 15.6638 -8.1631
H -16.5427 14.9282 -7.8778
H -16.8036 14.7490 -6.1163
H -15.7857 16.6913 -6.5103
H -18.7984 16.7957 -6.2189
C -24.8662 14.4089 -5.3552
C -25.1554 13.1316 -6.1725
O -24.5117 13.2139 -7.4713
O -25.3326 15.5279 -6.0608
H -23.7784 14.4767 -5.3654
H -25.2617 14.3577 -4.3408
H -26.1934 12.8063 -6.2419
H -24.6657 12.3443 -5.5994
H -24.7946 14.0931 -7.7332
H -24.6562 15.9377 -6.6050
C -21.3338 10.3585 -13.0776
C -22.1757 10.7134 -14.3488
O -21.6541 10.2114 -15.5728
O -20.1078 11.1493 -13.1144
H -21.1735 9.2921 -12.9187
H -21.8448 10.7223 -12.1862
H -22.2273 11.8006 -14.4074
H -23.2216 10.4691 -14.1632
H -22.4034 10.1143 -16.1650
H -19.4816 10.5692 -13.5537
C -23.5930 11.0989 -3.3315
C -23.2571 9.8298 -2.5056
O -22.0493 10.0157 -1.7808
O -23.8080 12.2026 -2.4504
H -24.5198 10.9266 -3.8788
H -22.7532 11.3816 -3.9662
H -23.1637 9.1224 -3.3295
H -23.9735 9.5839 -1.7217
H -21.3187 9.7277 -2.3329
H -22.9203 12.5113 -2.2545
C -23.7110 5.4238 -7.1964
C -23.8252 5.3750 -5.6121
O -23.8749 6.6705 -5.0614
O -22.4663 6.0172 -7.6831
H -24.4926 6.0840 -7.5723
H -23.9997 4.4628 -7.6224
H -22.9178 4.8886 -5.2544
H -24.7491 4.8650 -5.3391
H -22.9856 6.8734 -4.7620
H -22.4661 6.9039 -7.3153
C -20.1873 5.3762 -3.8483
C -20.4433 6.8774 -3.5169
O -21.3966 7.5445 -4.3924
O -19.6898 5.1075 -5.1596
H -21.1184 4.8113 -3.8022
H -19.5500 5.0643 -3.0208
H -19.4577 7.3286 -3.6310
H -20.8527 6.9949 -2.5135
H -20.9713 8.3967 -4.5125
H -20.2077 4.3993 -5.5493
C -18.1865 10.0898 -16.3174
C -18.2421 8.9067 -15.3833
O -18.3728 9.4238 -14.0711
O -19.3524 10.1038 -17.0879
H -17.3732 9.8951 -17.0164
H -17.9241 11.0707 -15.9209
H -17.3331 8.3120 -15.4727
H -19.1726 8.3828 -15.6022
H -17.8270 8.8765 -13.5018
H -20.1283 10.3868 -16.5985
C -24.6167 7.0009 -10.4150
C -24.2669 6.9859 -11.8995
O -24.6423 8.1948 -12.5688
O -26.0705 7.2193 -10.1675
H -24.0405 7.7442 -9.8641
H -24.3463 6.0106 -10.0486
H -24.9934 6.2385 -12.2183
H -23.3069 6.5304 -12.1423
H -25.1536 7.9177 -13.3326
H -26.3363 8.0495 -10.5697
C -17.5658 13.9126 -12.6532
C -18.5761 14.8661 -11.9702
O -18.5024 14.9771 -10.5923
O -17.7289 12.5212 -12.2608
H -16.5811 14.1556 -12.2539
H -17.5817 14.0303 -13.7367
H -19.6284 14.6491 -12.1539
H -18.4455 15.8643 -12.3880
H -18.7111 14.1531 -10.1460
H -18.5610 12.2045 -12.6199
C -20.9397 11.4227 -9.4675
C -20.3950 12.7138 -8.8270
O -18.9877 12.8332 -9.0764
O -20.7151 10.2918 -8.6316
H -20.5875 11.2727 -10.4880
H -22.0143 11.6014 -9.4302
H -20.5646 12.7013 -7.7503
H -20.8984 13.6142 -9.1791
H -18.4631 12.2333 -8.5412
H -19.8450 9.8999 -8.7356
C -21.8552 16.1433 -3.4323
C -21.1667 14.7702 -3.4844
O -21.6449 14.1221 -2.3252
O -21.1282 16.8892 -2.4163
H -22.8971 16.1157 -3.1131
H -21.7906 16.6458 -4.3974
H -20.0874 14.9003 -3.5648
H -21.5646 14.3339 -4.4006
H -20.9587 14.4153 -1.7211
H -21.5489 16.6042 -1.6018
C -15.6318 11.7820 -9.4177
C -15.8122 11.5028 -7.8675
O -17.1691 11.7860 -7.3723
O -16.5348 10.9931 -10.1438
H -14.7032 11.3385 -9.7769
H -15.7649 12.8549 -9.5568
H -15.1017 12.0369 -7.2366
H -15.5093 10.4822 -7.6332
H -17.2827 11.9324 -6.4304
H -16.8939 11.5762 -10.8167
C -19.2223 12.1608 -4.6562
C -19.9246 10.9596 -5.1535
O -20.0961 9.9726 -4.2030
O -17.7974 11.9664 -4.7746
H -19.4775 12.3730 -3.6180
H -19.6063 12.9999 -5.2364
H -19.2932 10.4604 -5.8885
H -20.8253 11.1061 -5.7497
H -19.1989 9.8248 -3.8953
H -17.3954 12.3835 -4.0090
C -23.6288 9.7277 -7.2515
C -25.0942 9.2522 -7.2846
O -25.5124 8.5893 -6.1566
O -22.6766 8.6797 -7.5377
H -23.4675 10.2243 -6.2947
H -23.4859 10.4025 -8.0955
H -25.1528 8.5384 -8.1063
H -25.7344 10.1017 -7.5226
H -24.9089 7.8456 -6.0917
H -22.0054 9.1420 -8.0450
C -20.1690 5.9518 -13.8490
C -20.3673 5.7933 -12.4023
O -20.7306 4.5198 -12.0500
O -21.2972 5.5632 -14.6243
H -19.2546 5.4502 -14.1657
H -20.0116 7.0287 -13.9092
H -21.0986 6.4869 -11.9872
H -19.4733 6.0988 -11.8587
H -21.0065 4.5958 -11.1336
H -21.6261 4.7381 -14.2603
C -15.3053 18.9797 -9.4134
C -16.5847 18.3009 -9.9601
O -16.1987 17.1674 -10.8216
O -14.4477 19.4418 -10.4439
H -14.7486 18.2699 -8.8016
H -15.6728 19.7339 -8.7175
H -17.3378 18.9773 -10.3645
H -17.1300 17.9119 -9.1002
H -16.8760 16.4872 -10.8313
H -13.5450 19.2080 -10.2156
C -18.0985 8.0025 -8.4300
C -19.0489 6.7913 -8.4806
O -18.4511 5.7280 -9.1357
O -18.0838 8.5871 -9.7231
H -17.0982 7.6950 -8.1254
H -18.4695 8.7280 -7.7060
H -20.0394 7.0432 -8.8597
H -19.3749 6.5529 -7.4682
H -19.1734 5.1129 -9.2818
H -17.4033 9.2563 -9.8271
*
```

Properties
E_HOMO ... -9.170 eV
LUMO level ... -0.0143 hartree
Orbital gap ... 8.78 eV

Relative stability in hartree, measured from the most stable structure: P 0.0000; Q 0.0048

--- P ---
Below is a cluster of 6 separate species, H11O5S in total, with properties calculated with ωB97M-V with the def2-TZVPD basis set.

The geometry in ORCA input format:
```
! RIJCOSX wB97M-V def2-TZVPD def2/J DEFGRID3
* xyz -1 1
S -2.1296 1.3764 0.2481
H -2.5208 2.6023 0.0568
H -1.9494 2.2457 2.6990
H -1.0342 2.1169 3.9657
O -1.8665 1.8836 3.6317
H -1.3895 1.8684 -3.3399
H 0.0527 2.1756 -3.4261
O -0.7759 2.5216 -3.6787
H 0.5473 -0.5276 1.2516
H -0.1175 -0.3579 2.6135
O 0.6007 -0.8958 2.1473
H -1.5752 0.0334 -1.6463
H -0.6349 -1.0411 -1.4432
O -1.1742 -0.6700 -2.1813
H 4.0918 -3.9338 -0.4534
H 5.4124 -4.6344 -0.2210
O 4.4628 -4.7633 -0.2237
*
```

Properties
E_HOMO ... -3.734 eV
LUMO level ... 0.0971 hartree
Orbital gap ... 6.38 eV

--- Q ---
Below is a cluster of 6 separate species, H11O5S in total, with properties calculated with ωB97M-V with the def2-TZVPD basis set.

The geometry in ORCA input format:
```
! RIJCOSX wB97M-V def2-TZVPD def2/J DEFGRID3
* xyz -1 1
S 0.2002 -0.4014 -0.4221
H -0.4321 -1.5909 -0.2678
H 3.5697 0.1081 0.1611
H 3.2904 1.2480 -0.6785
O 4.0617 0.7237 -0.3989
H 0.1698 2.2884 2.7959
H 0.3555 1.4867 1.5451
O 0.8463 1.7190 2.3693
H -2.6212 1.2660 -1.4984
H -1.1822 1.4475 -1.2917
O -1.9954 1.9734 -1.3659
H -4.2247 -1.5214 -1.5125
H -2.8531 -1.3097 -2.0598
O -3.7704 -1.4221 -2.3660
H 1.3211 -1.3511 1.9702
H 1.4702 -2.4736 1.0758
O 1.7940 -2.1906 1.9441
*
```

Properties
E_HOMO ... -4.228 eV
LUMO level ... 0.1194 hartree
Orbital gap ... 7.48 eV

Relative stability in hartree, measured from the most stable structure: P 0.0167; Q 0.0000